Molecular formula: C34H31N4OPS2Tc
Method: DFT, ωB97M-V with the def2-TZVPD basis set

Geometry (Å):
H: -4.24476 -4.04087 0.01949
H: 5.23453 1.45799 1.17782
C: -3.51881 2.55251 1.43312
H: 3.32925 -5.36478 2.45466
H: 5.65083 -0.23989 1.47471
H: 2.12137 0.11491 2.54621
C: 3.14605 0.46111 2.42335
C: -0.89524 2.62358 -2.32512
C: 2.76815 -5.70983 0.39900
C: 1.29707 -3.27124 0.66670
C: 2.01666 -5.19846 -0.66622
H: 1.71381 0.83474 -2.20206
H: 3.17685 1.54180 2.59804
C: 1.44912 3.95713 3.42166
C: -5.22999 4.12904 0.81939
C: 0.64113 -2.05638 0.77095
H: -1.28472 -0.04781 -5.07920
C: 3.78818 -1.61113 -1.20179
H: 4.42261 -1.75377 -0.33260
C: -4.92997 3.93436 -0.51933
S: -0.17700 3.57915 1.35690
C: -4.52207 3.43388 1.79245
H: -5.47095 4.47708 -1.28628
N: 2.22985 4.69659 3.84052
H: -0.17167 2.10566 -5.59423
C: 2.05691 -3.82475 1.75104
C: -2.92371 -0.46643 -0.32317
H: -6.00590 4.82864 1.10698
O: 1.57952 0.62503 0.23135
N: 3.11933 -0.31379 -1.15594
P: -1.97286 1.07305 -0.29380
N: 1.46729 1.53198 5.80940
C: 0.94722 1.69752 4.79127
C: 2.11317 -0.17717 -2.19643
C: 2.76204 -4.99196 1.60650
H: 2.07373 -3.28738 2.69111
H: -4.73619 3.59433 2.84197
H: 5.28657 0.31158 -0.17157
H: 3.78067 -0.04247 3.15283
C: 0.27157 1.87647 3.54138
C: -1.53813 1.41939 -2.03428
S: -0.73622 0.49535 3.10845
H: -0.74782 3.35266 -1.53713
H: 0.73130 -3.65462 -1.39274
H: 3.32673 -6.63190 0.29867
C: -2.57705 -2.73668 0.34162
H: 3.05442 -2.42319 -1.21762
H: -3.70205 2.89540 -1.93364
C: -4.22038 -0.74342 -0.73955
H: 2.58956 -0.38651 -3.15616
H: -2.93729 2.03290 2.18594
C: 0.49081 3.03640 2.83966
C: -1.18149 0.70957 -4.31152
H: -4.85074 0.04183 -1.14550
C: 1.30532 -4.02844 -0.55274
C: -3.22303 2.34435 0.08693
H: 1.99149 -5.73470 -1.61115
Tc: -0.26652 -0.53037 0.84059
C: -0.41637 2.87229 -3.60012
C: -0.55730 1.91535 -4.59881
C: 5.02407 0.42555 0.87463
C: 2.71912 0.17422 0.07545
C: -1.67003 0.46285 -3.03687
C: -3.93023 3.04138 -0.88367
H: -2.14361 -0.48514 -2.80989
H: 4.40505 -1.66474 -2.10394
C: -4.69468 -2.03888 -0.61042
C: -2.07242 -1.42911 0.25075
H: -5.70458 -2.28514 -0.91851
H: 1.28082 -0.87394 -2.03918
C: -3.86626 -3.02741 -0.07568
H: 0.08554 3.80964 -3.80818
H: -1.95193 -3.52122 0.74994
N: 3.62426 0.12626 1.09360

Values from the calculation:
- DFT total energy: -2826.96138 Eh
- LUMO level (alpha / beta): 0.16036 / 0.16023 Eh
- Charge: -2
- HOMO (alpha / beta): 0.002 / -0.049 Eh
- Multiplicity: 4
- Energy above the lowest of the compared OMol25 structures with the same formula, charge and spin: 0.00 kcal per mole